Formula: C16H21FIrN4O2S4
Source: the Open Molecules 2025 dataset
Level of theory: ωB97M-V/def2-TZVPD

As for the HOMO energy (alpha / beta): -14.45 / -14.44 eV. The LUMO energy (alpha / beta) is -5.31 / -8.82 eV. The value obtained for the largest force on an atom is 0.6 eV/Å. The total charge is +2. The frontier orbital gap (alpha / beta) comes out at 0.3358 / 0.2068 Ha. The multiplicity is 2. As for the expectation value of S²: 0.784.

Each line ends with the Mulliken charge.
Geometry (Å):
Ir: -0.29935 0.65799 -1.28881  1.65
C: -2.81605 -1.23458 -1.74876  -0.99
C: -2.72937 -0.50832 -3.07930  -0.66
S: -1.79043 1.05546 -2.91990  -0.13
C: -0.71022 1.03662 -4.38207  -0.90
C: 0.25160 -0.13589 -4.40078  -0.68
S: 1.16607 -0.24470 -2.81868  -0.07
C: 1.06917 -2.01417 -2.42518  -0.69
C: -0.33705 -2.50619 -2.14473  -0.71
S: -1.20602 -1.44391 -0.92419  0.00
H: -3.27838 -2.21412 -1.87136  0.52
H: -3.41225 -0.67382 -1.02737  0.42
H: -3.72525 -0.24176 -3.43166  0.58
H: -2.25998 -1.12008 -3.84650  0.38
H: -0.17835 1.98663 -4.30441  0.45
H: -1.33783 1.05989 -5.27302  0.52
H: 0.99423 0.00899 -5.18436  0.53
H: -0.25226 -1.08221 -4.58964  0.35
H: 1.71225 -2.11238 -1.55020  0.28
H: 1.52599 -2.57428 -3.24149  0.54
H: -0.30769 -3.51148 -1.72629  0.56
H: -0.93048 -2.54911 -3.05590  0.38
N: 3.85280 -2.01529 5.62780  -0.33
C: 3.19403 -1.39788 4.66252  1.21
C: 2.77014 -0.04162 4.83654  -0.71
C: 2.09568 0.58204 3.83517  -0.62
C: 1.81968 -0.11203 2.63709  -0.34
C: 2.22542 -1.44281 2.44861  -0.25
C: 2.90384 -2.08796 3.43998  -0.74
S: 0.89794 0.78667 1.41685  1.72
O: 1.30231 2.15467 1.51972  -0.63
O: 1.29116 0.15564 0.10947  -0.79
N: -0.56181 0.43346 1.79615  -0.38
C: -1.40842 1.47473 1.43230  0.30
N: -1.51004 1.74095 0.09758  0.09
C: -2.17751 2.84719 -0.26743  -0.02
C: -2.83946 3.61885 0.65536  -0.75
C: -2.76990 3.20296 1.97693  -0.20
N: -2.05173 2.15555 2.35889  -0.58
H: 4.07037 -1.54846 6.49782  0.25
H: 4.16497 -2.97129 5.52848  0.25
H: 2.99379 0.47166 5.76300  0.35
H: 1.76890 1.60869 3.93331  0.50
H: 2.00140 -1.94015 1.51606  0.39
H: 3.23499 -3.11137 3.31877  0.35
H: -2.17457 3.10193 -1.31623  0.44
H: -3.38609 4.50009 0.35732  0.43
H: -3.27874 3.74745 2.76371  0.43
F: 0.42246 2.44771 -1.71119  -0.70

Atoms 1-6, force components in eV/Å:
0.00 -0.01 0.06
-0.01 0.02 0.02
0.01 0.04 0.00
-0.18 -0.04 -0.26
0.01 0.00 0.04
0.01 0.01 0.00